Density functional theory data (wB97M-V/def2-TZVPD) for C11H11BrO2Ru as an isolated structure at a distorted geometry.

Each line ends with the Löwdin charge.
Cartesian coordinates (Å):
1 C -2.12 -0.48 0.98  -0.23
2 C -2.01 -1.01 2.33  -0.20
3 C -1.94 0.13 3.24  -0.14
4 H -2.12 -2.04 2.66  0.11
5 C -2.07 1.31 2.45  -0.14
6 C -2.12 0.96 1.09  -0.18
7 H -2.24 1.66 0.26  0.12
8 H -2.23 -1.05 0.07  0.11
9 H -1.94 0.06 4.31  0.12
10 H -2.13 2.33 2.86  0.12
11 Ru -0.12 -0.06 1.79  1.00
12 Br 1.19 -0.44 -0.14  0.17
13 C 2.59 1.06 -2.96  -0.14
14 C 1.49 1.85 -3.41  -0.11
15 C 0.49 0.97 -3.93  -0.08
16 H 1.42 2.94 -3.36  0.09
17 C 0.97 -0.37 -3.81  -0.14
18 C 2.27 -0.32 -3.21  -0.15
19 H 2.91 -1.17 -2.98  0.10
20 H 3.50 1.43 -2.51  0.09
21 H -0.47 1.27 -4.35  0.10
22 H 0.45 -1.27 -4.13  0.09
23 O 1.34 -2.79 4.08  0.04
24 C 1.07 -1.98 3.20  -0.53
25 O 0.95 -0.66 3.33  -0.28
26 H 0.90 -2.31 2.14  0.07

LUMO energy (alpha / beta) = -0.8 / -2.0 eV
DFT total energy = -88300.9774 eV
Orbital gap (alpha / beta) = 7.34 / 6.03 eV
Relative energy (zero: lowest compared OMol25 entry of this formula, charge and spin) = 0.0 kJ/mol
Total charge = 0
Molecular weight = 356.18 g/mol
HOMO energy (alpha / beta) = -8.1 / -8.0 eV
Spin multiplicity = 5

***

Density functional theory data (wB97M-V/def2-TZVPD) for C40H68I2O17P as an isolated structure at a distorted geometry.

Each line ends with the Löwdin charge.
Cartesian coordinates (Å):
1 C 3.78 -1.10 -0.93  0.00
2 C 5.00 -0.64 -1.48  -0.02
3 C 6.20 -1.53 -1.91  -0.44
4 O 6.38 -1.70 -3.09  0.11
5 O 7.10 -2.10 -1.03  0.00
6 C 6.49 -3.04 -0.12  -0.16
7 C 6.60 -4.55 -0.61  -0.13
8 C 5.23 -5.08 -1.22  -0.19
9 C 5.20 -4.99 -2.79  -0.18
10 C 3.94 -5.68 -3.47  -0.21
11 C 2.91 -4.62 -4.10  -0.28
12 P 1.21 -5.24 -3.71  1.00
13 C 0.88 -5.49 -1.90  -0.29
14 C 1.44 -4.30 -1.02  -0.19
15 C 1.52 -4.74 0.47  -0.20
16 C 0.93 -5.96 1.00  -0.04
17 C 1.00 -6.32 2.43  -0.05
18 C 1.71 -5.43 3.34  -0.07
19 C 2.34 -4.21 2.82  -0.06
20 C 2.24 -3.85 1.40  -0.03
21 C -0.19 -4.26 -4.42  -0.87
22 I -1.97 -5.39 -4.94  0.87
23 C -0.22 -2.90 -4.61  -0.79
24 C 1.01 -2.01 -4.24  -0.15
25 I -1.98 -1.91 -5.39  0.88
26 H 3.55 -0.89 0.14  0.07
27 H 3.03 -1.71 -1.52  0.04
28 H 5.13 0.47 -1.59  0.12
29 H 5.42 -2.79 0.14  0.10
30 H 7.05 -2.98 0.85  0.13
31 H 7.43 -4.67 -1.36  0.13
32 H 6.87 -5.17 0.29  0.12
33 H 4.38 -4.47 -0.79  0.08
34 H 5.07 -6.15 -0.91  0.12
35 H 5.21 -3.92 -3.11  0.09
36 H 6.13 -5.51 -3.17  0.13
37 H 4.24 -6.40 -4.26  0.12
38 H 3.39 -6.26 -2.67  0.08
39 H 3.12 -4.59 -5.21  0.12
40 H 3.11 -3.62 -3.63  0.07
41 H 1.12 -6.54 -4.31  0.07
42 H -0.20 -5.73 -1.71  0.09
43 H 1.47 -6.41 -1.59  0.10
44 H 0.71 -3.45 -1.13  0.13
45 H 2.41 -3.96 -1.46  0.07
46 H 0.40 -6.67 0.34  0.09
47 H 0.51 -7.26 2.76  0.10
48 H 1.77 -5.71 4.42  0.10
49 H 2.88 -3.55 3.54  0.10
50 H 2.73 -2.91 1.06  0.08
51 H 1.92 -2.27 -4.85  0.09
52 H 1.22 -2.00 -3.14  0.07
53 H 0.76 -0.95 -4.53  0.07
54 C -5.08 -5.59 3.28  -0.06
55 C -3.90 -6.49 2.94  -0.21
56 O -3.94 -6.90 1.57  0.04
57 C -3.52 -6.00 0.68  -0.60
58 O -3.10 -4.90 0.93  0.12
59 O -3.65 -6.53 -0.55  0.01
60 C -3.31 -5.63 -1.60  -0.09
61 H -6.02 -6.08 3.01  0.08
62 H -5.09 -5.36 4.34  0.08
63 H -5.03 -4.66 2.72  0.08
64 H -3.95 -7.39 3.54  0.12
65 H -2.95 -6.00 3.17  0.12
66 H -2.31 -5.21 -1.45  0.07
67 H -4.05 -4.84 -1.67  0.11
68 H -3.31 -6.19 -2.53  0.01
69 C 3.21 3.38 -1.13  -0.06
70 C 3.69 2.97 0.25  -0.22
71 O 3.34 3.97 1.21  0.04
72 C 2.07 3.94 1.63  -0.60
73 O 1.22 3.15 1.28  0.11
74 O 1.89 4.94 2.50  0.02
75 C 0.55 5.07 2.96  -0.02
76 H 3.57 4.37 -1.39  0.09
77 H 3.56 2.67 -1.89  0.07
78 H 2.12 3.41 -1.18  0.07
79 H 4.78 2.90 0.25  0.12
80 H 3.30 1.99 0.53  0.11
81 H 0.17 4.13 3.36  0.07
82 H -0.09 5.42 2.15  0.10
83 H 0.54 5.81 3.76  0.10
84 C -6.00 3.85 5.68  -0.06
85 C -4.91 3.44 6.65  -0.21
86 O -4.13 2.36 6.12  0.04
87 C -3.20 2.70 5.22  -0.60
88 O -2.97 3.82 4.83  0.11
89 O -2.59 1.59 4.80  0.01
90 C -1.63 1.83 3.77  -0.04
91 H -6.60 2.99 5.39  0.08
92 H -6.65 4.60 6.13  0.08
93 H -5.57 4.26 4.76  0.07
94 H -5.36 3.07 7.57  0.12
95 H -4.27 4.28 6.92  0.12
96 H -0.92 2.60 4.07  0.07
97 H -2.13 2.11 2.85  0.11
98 H -1.08 0.90 3.60  0.10
99 C -1.76 11.56 1.72  -0.07
100 C -0.90 10.32 1.80  -0.22
101 O -1.21 9.56 2.98  0.03
102 C -2.31 8.80 2.90  -0.60
103 O -3.04 8.70 1.95  0.12
104 O -2.47 8.19 4.08  0.00
105 C -3.66 7.41 4.17  -0.04
106 H -1.67 12.15 2.64  0.08
107 H -1.45 12.19 0.87  0.08
108 H -2.81 11.31 1.59  0.08
109 H 0.15 10.60 1.88  0.12
110 H -1.00 9.70 0.90  0.12
111 H -3.73 6.70 3.34  0.09
112 H -4.53 8.06 4.20  0.10
113 H -3.62 6.84 5.10  0.09
114 C -2.43 4.67 -2.81  -0.07
115 C -2.93 5.35 -4.07  -0.21
116 O -2.39 4.73 -5.24  0.04
117 C -2.99 3.60 -5.62  -0.60
118 O -3.93 3.07 -5.07  0.12
119 O -2.36 3.13 -6.70  0.01
120 C -2.85 1.87 -7.16  -0.05
121 H -1.34 4.62 -2.81  0.08
122 H -2.76 5.20 -1.92  0.08
123 H -2.80 3.64 -2.75  0.07
124 H -2.59 6.39 -4.08  0.12
125 H -4.02 5.38 -4.11  0.13
126 H -3.93 1.90 -7.32  0.10
127 H -2.59 1.09 -6.45  0.04
128 H -2.38 1.66 -8.12  0.10

LUMO energy = -3.6 eV
DFT total energy = -102868.8835 eV
Orbital gap = 7.31 eV
Relative energy (zero: lowest compared OMol25 entry of this formula, charge and spin) = 230.1 kJ/mol
Total charge = +1
Molecular weight = 1105.75 g/mol
HOMO energy = -11.0 eV

***

Density functional theory data (wB97M-V/def2-TZVPD) for a 3-piece molecular cluster, C2H8OS2 overall at a distorted geometry.

Each line ends with the Löwdin charge.
Cartesian coordinates (Å):
1 C -1.47 -0.31 -0.95  -0.56
2 S -2.07 0.24 0.55  0.90
3 S 1.52 -1.10 -0.14  0.90
4 C 0.75 -0.82 1.49  -0.45
5 H -2.27 -0.21 -1.71  0.08
6 H -0.63 0.36 -1.25  0.02
7 H -1.10 -1.34 -0.99  0.05
8 H 1.52 -1.16 2.20  0.09
9 H 0.51 0.22 1.63  0.02
10 H -0.07 -1.52 1.55  0.03
11 H 1.22 2.65 -1.00  0.07
12 H 1.35 1.12 -0.69  -0.07
13 O 0.75 1.87 -0.68  -0.10

LUMO energy (alpha / beta) = -9.3 / -9.1 eV
DFT total energy = -25909.2831 eV
Orbital gap (alpha / beta) = 4.81 / 4.84 eV
Relative energy (zero: lowest compared OMol25 entry of this formula, charge and spin) = 410.3 kJ/mol
Total charge = +1
Molecular weight = 112.22 g/mol
HOMO energy (alpha / beta) = -14.2 / -13.9 eV
Spin multiplicity = 2

***

Density functional theory data (wB97M-V/def2-TZVPD) for C2H5N3O in the gas phase.

Each line ends with the Löwdin charge.
Cartesian coordinates (Å):
1 H -1.70 2.42 -1.15  0.04
2 N -1.83 1.48 -0.78  0.08
3 C -0.71 0.96 -0.51  -0.30
4 N -0.65 -0.33 0.02  0.07
5 C 0.45 -0.74 0.82  -0.59
6 N 1.57 -1.01 0.07  0.16
7 O 0.40 -0.85 2.02  0.08
8 H 0.28 1.43 -0.64  0.13
9 H -1.55 -0.59 0.43  0.14
10 H 2.32 -1.43 0.59  0.11
11 H 1.43 -1.35 -0.88  0.11

LUMO energy = 0.8 eV
SMILES = [H]/N=C/NC(N)=O
DFT total energy = -8673.3386 eV
Orbital gap = 10.55 eV
Relative energy (zero: lowest compared OMol25 entry of this formula, charge and spin) = 29.3 kJ/mol
Total charge = 0
Molecular weight = 87.08 g/mol
HOMO energy = -9.8 eV

***

Question: Which of these has the highest relative energy (zero: lowest compared OMol25 entry of this formula, charge and spin)?
Answer: C2H8OS2

***

Repeat the first record exactly.
Density functional theory data (wB97M-V/def2-TZVPD) for C11H11BrO2Ru as an isolated structure at a distorted geometry.

Each line ends with the Löwdin charge.
Cartesian coordinates (Å):
1 C -2.12 -0.48 0.98  -0.23
2 C -2.01 -1.01 2.33  -0.20
3 C -1.94 0.13 3.24  -0.14
4 H -2.12 -2.04 2.66  0.11
5 C -2.07 1.31 2.45  -0.14
6 C -2.12 0.96 1.09  -0.18
7 H -2.24 1.66 0.26  0.12
8 H -2.23 -1.05 0.07  0.11
9 H -1.94 0.06 4.31  0.12
10 H -2.13 2.33 2.86  0.12
11 Ru -0.12 -0.06 1.79  1.00
12 Br 1.19 -0.44 -0.14  0.17
13 C 2.59 1.06 -2.96  -0.14
14 C 1.49 1.85 -3.41  -0.11
15 C 0.49 0.97 -3.93  -0.08
16 H 1.42 2.94 -3.36  0.09
17 C 0.97 -0.37 -3.81  -0.14
18 C 2.27 -0.32 -3.21  -0.15
19 H 2.91 -1.17 -2.98  0.10
20 H 3.50 1.43 -2.51  0.09
21 H -0.47 1.27 -4.35  0.10
22 H 0.45 -1.27 -4.13  0.09
23 O 1.34 -2.79 4.08  0.04
24 C 1.07 -1.98 3.20  -0.53
25 O 0.95 -0.66 3.33  -0.28
26 H 0.90 -2.31 2.14  0.07

LUMO energy (alpha / beta) = -0.8 / -2.0 eV
DFT total energy = -88300.9774 eV
Orbital gap (alpha / beta) = 7.34 / 6.03 eV
Relative energy (zero: lowest compared OMol25 entry of this formula, charge and spin) = 0.0 kJ/mol
Total charge = 0
Molecular weight = 356.18 g/mol
HOMO energy (alpha / beta) = -8.1 / -8.0 eV
Spin multiplicity = 5

***

Question: molecular weight of number 1 (C11H11BrO2Ru)?
Answer: 356.18 g/mol

***

Question: Which value of total charge does entry 4 give?
Answer: 0